The following is a DFT calculation (the ωB97M-V functional and the def2-TZVPD basis) of C4H4N2O2 in the gas phase at a distorted geometry.

The geometry in XYZ format:
```
12
Properties=species:S:1:pos:R:3:forces:R:3
O -0.897 1.239 1.923 -0.001 -0.173 1.327
N -0.811 -0.130 2.211 0.923 -0.978 -1.214
C -0.275 -0.818 1.252 -0.744 0.051 1.560
C 0.164 -0.372 -0.042 -0.038 0.051 -1.842
C 0.140 0.842 -0.675 -0.301 0.589 2.440
O 0.530 0.693 -1.932 0.338 0.402 -1.016
C 0.772 -0.624 -2.071 0.301 -0.365 -0.886
N 0.565 -1.319 -1.031 -0.187 0.043 1.404
H -1.041 1.539 2.850 -0.046 0.237 -1.182
H -0.189 -1.897 1.472 -0.082 0.698 -0.197
H -0.048 1.844 -0.260 0.033 -0.765 -0.650
H 1.130 -0.971 -3.036 -0.197 0.210 0.254
```
Positions in Å, forces in eV/Å.

Output
LUMO level   0.797 eV
Structure (SMILES)   O/N=C\c1cocn1
Energy relative to the best compared isomer or geometry (same formula, charge and spin)   2.854 eV
Kohn-Sham gap   10.0 eV


The following is a DFT calculation (the ωB97M-V functional and the def2-TZVPD basis) of a molecular structure, C16H34O3P2SSn at a distorted geometry.

The geometry in XYZ format:
```
57
Properties=species:S:1:pos:R:3:forces:R:3
P 0.078 -1.749 -2.847 -0.687 0.237 -0.587
P 0.267 1.439 -2.678 -0.166 -0.040 -0.542
C -0.243 -0.765 -4.396 0.067 -0.490 0.039
C 0.412 0.618 -4.352 0.058 0.382 0.221
H -1.336 -0.698 -4.517 0.310 0.083 0.015
H 0.160 -1.360 -5.225 -0.254 0.200 -0.180
H 1.487 0.567 -4.584 -0.291 -0.082 -0.010
H -0.065 1.299 -5.069 0.243 -0.147 -0.136
C -1.432 2.123 -2.900 0.083 0.143 -0.062
H -1.634 2.822 -2.076 -0.102 -0.194 -0.214
H -2.185 1.323 -2.896 0.221 0.272 0.030
H -1.465 2.658 -3.861 -0.180 -0.046 0.253
C 1.238 2.954 -2.987 -0.066 0.144 -0.259
H 0.850 3.477 -3.874 0.261 0.053 0.206
H 2.289 2.674 -3.143 -0.247 0.206 0.073
H 1.152 3.598 -2.102 0.125 -0.059 -0.262
C -0.990 -3.198 -3.138 0.148 -0.249 -0.426
H -0.887 -3.868 -2.274 -0.137 0.065 -0.260
H -0.686 -3.715 -4.060 -0.292 -0.095 0.198
H -2.032 -2.860 -3.220 0.255 -0.187 0.064
C 1.719 -2.430 -3.301 -0.046 -0.132 0.014
H 2.477 -1.634 -3.293 -0.159 -0.270 0.018
H 1.652 -2.877 -4.304 0.221 0.028 0.229
H 1.986 -3.200 -2.564 0.115 0.179 -0.231
Sn 1.975 -0.280 4.539 -0.917 -0.009 0.402
C 0.254 1.463 0.994 0.542 -0.064 1.054
C -1.055 1.310 0.833 -0.364 0.389 0.387
C -1.803 0.376 -0.055 -0.443 -0.538 -0.695
C -2.149 -1.009 0.531 -0.150 0.583 0.052
C -0.990 -1.903 0.854 0.426 -0.534 -0.074
C 0.289 -1.809 0.457 -0.011 -0.117 0.754
C 0.971 -0.674 -0.251 -0.083 0.797 -0.326
C 1.384 0.585 0.548 0.264 -0.704 -0.482
C 0.598 -1.959 4.869 0.412 0.149 -0.176
H 0.583 2.247 1.694 -0.272 -0.231 -0.272
H -1.711 1.949 1.436 0.328 0.037 -0.247
H -1.274 0.216 -1.001 -0.273 0.058 0.302
H -2.747 0.867 -0.347 0.201 -0.167 0.193
H -2.782 -0.876 1.422 0.170 -0.089 -0.105
H -2.787 -1.520 -0.212 0.157 0.004 0.227
H -1.270 -2.795 1.437 0.147 0.273 -0.353
H 0.958 -2.660 0.678 -0.452 0.396 0.192
H 0.321 -0.283 -1.056 1.137 -0.593 0.938
H 1.877 -1.088 -0.731 -0.312 0.289 0.083
H 2.006 0.273 1.405 -0.215 0.314 0.062
H 2.070 1.160 -0.101 -0.209 -0.111 0.194
H 0.935 -2.508 5.761 -0.176 -0.001 -0.317
H 0.711 -2.573 3.965 -0.220 -0.146 0.334
H -0.450 -1.636 4.990 0.522 -0.079 -0.055
C 0.165 2.905 6.573 -0.139 -0.135 0.140
S 0.110 1.144 6.246 0.558 -0.689 -1.161
O 1.452 0.542 6.658 -1.306 0.705 -0.626
O -1.045 0.585 6.897 0.678 0.370 -0.245
O 0.103 1.023 4.710 0.267 0.241 1.762
H 0.747 3.080 7.482 -0.064 -0.107 -0.171
H -0.864 3.252 6.724 0.270 -0.193 -0.117
H 0.611 3.399 5.710 0.046 -0.098 0.152
```
Positions in Å, forces in eV/Å.

Output
LUMO level   0.026 eV
Energy relative to the best compared isomer or geometry (same formula, charge and spin)   0.000 eV
Kohn-Sham gap   7.7 eV


The following is a DFT calculation (the ωB97M-V functional and the def2-TZVPD basis) of C6H12ClN in the gas phase at a distorted geometry.

The geometry in XYZ format:
```
20
Properties=species:S:1:pos:R:3:forces:R:3
N -0.662 -0.614 1.987 -0.291 -2.950 5.096
C 0.274 0.085 1.007 0.401 1.524 2.205
C -0.675 1.405 0.640 -2.820 -3.010 4.243
C -0.671 1.720 -0.793 0.978 -0.347 -1.760
C -0.081 0.410 -1.464 1.810 0.068 -0.343
C 0.239 -0.639 -0.315 -3.077 -0.919 -3.465
C 1.330 -1.729 -0.705 2.216 3.772 0.878
Cl 1.299 -2.565 -2.202 -1.032 -0.743 -1.267
H -1.415 -0.114 2.631 2.654 -0.392 -2.315
H -0.308 -1.447 2.855 -0.481 3.382 -3.901
H 1.487 0.235 1.452 -3.696 -0.093 -1.271
H -0.837 2.141 1.537 1.024 -0.831 -2.044
H -1.745 0.770 0.792 2.503 1.699 -0.551
H 0.125 2.389 -1.102 -0.434 1.011 0.318
H -1.662 2.083 -1.141 0.744 -0.377 0.023
H -0.581 -0.021 -2.398 0.512 0.536 1.598
H 0.954 0.683 -1.739 -0.480 0.258 -0.772
H -0.851 -1.046 -0.422 2.120 -0.717 1.191
H 2.473 -1.397 -0.732 -2.552 0.377 0.539
H 1.308 -2.348 0.113 -0.098 -2.249 1.598
```
Positions in Å, forces in eV/Å.

Output
LUMO level   1.012 eV
Structure (SMILES)   N[C@@H]1CCC[C@H]1CCl
Energy relative to the best compared isomer or geometry (same formula, charge and spin)   4.758 eV
Kohn-Sham gap   10.1 eV


The following is a DFT calculation (the ωB97M-V functional and the def2-TZVPD basis) of 2 unconnected molecules or ions with the total composition C9H15BN3O5 at a distorted geometry.

The geometry in XYZ format:
```
33
Properties=species:S:1:pos:R:3:forces:R:3
N 0.772 3.858 -1.589 -0.359 -0.076 1.002
B -0.526 3.351 -1.791 0.000 0.085 -0.349
O -1.545 3.995 -2.421 0.109 -0.027 0.056
C -0.931 1.889 -1.259 0.020 -0.252 -0.024
C -1.309 1.683 0.077 0.150 0.530 -0.161
C -1.667 0.437 0.487 -0.147 -0.641 0.036
C -1.623 -0.609 -0.455 -0.059 0.181 0.033
N -1.269 -0.412 -1.704 -0.050 -0.170 0.053
N -0.949 0.822 -2.065 -0.034 0.150 0.177
C -0.548 0.953 -3.494 0.002 0.034 -0.141
O 0.827 1.148 -3.593 -0.095 -0.024 -0.120
O 1.441 -0.085 -3.981 -0.118 -0.028 0.217
H 0.857 4.826 -1.305 0.168 0.112 -0.522
H 1.411 3.304 -1.035 0.104 -0.032 -0.190
H -1.309 4.847 -2.808 -0.076 0.011 0.040
H -1.321 2.528 0.754 0.013 -0.037 -0.033
H -1.980 0.214 1.500 0.041 0.022 -0.034
H -1.880 -1.621 -0.170 0.056 0.037 -0.101
H -0.869 0.042 -3.994 0.036 0.045 0.009
H -1.054 1.830 -3.901 0.086 0.013 0.107
H 1.746 -0.442 -3.132 0.095 0.018 -0.070
O -1.368 -2.474 1.836 0.158 0.134 -0.091
C -0.311 -2.502 2.412 -0.066 -0.089 0.090
O -0.136 -1.878 3.589 0.014 0.088 -0.022
C 1.232 -2.011 4.037 0.055 -0.016 -0.010
C 1.770 -3.234 3.300 -0.075 -0.019 -0.010
C 0.975 -3.186 1.997 -0.034 -0.074 0.141
H 1.764 -1.097 3.768 0.010 -0.004 -0.003
H 1.219 -2.108 5.118 -0.034 -0.019 0.001
H 2.849 -3.206 3.172 0.001 0.035 -0.028
H 1.516 -4.139 3.851 0.021 0.000 0.015
H 1.458 -2.567 1.236 0.003 -0.008 -0.005
H 0.758 -4.158 1.563 0.005 0.025 -0.063
```
Positions in Å, forces in eV/Å.

Output
LUMO level   -4.461 eV
Net charge   +1
Kohn-Sham gap   8.8 eV